C60H59BFGeN11O3V | ωB97M-V/def2-TZVPD

Calculated values
lowest unoccupied orbital energy (spin up / spin down) = -4.93 / -4.94 eV
⟨S²⟩ = 0.79
HOMO-LUMO gap (spin up / spin down) = 5.577 / 6.036 eV
net charge = +2
E_tot = -171289.6155 eV
spin multiplicity = 2

Structure (XYZ):
```
137
Properties=species:S:1:pos:R:3:forces:R:3:mulliken_spin:R:1
Ge -0.980057 -2.161014 -1.763919 0.3 0.5 -0.1 0.005
V -1.664334 -0.572657 0.248479 -1.5 -0.3 0.7 0.100
F 4.317348 -3.763095 1.971373 0.0 0.0 0.0 0.000
O -0.813466 2.023082 -1.109383 0.0 -0.2 0.1 0.001
O 0.160996 -1.213134 0.670966 0.2 -0.2 0.2 -0.008
O -2.995219 0.226666 -1.290014 0.6 0.0 -0.2 -0.002
N -4.039178 1.135465 -0.944861 -0.2 -0.1 -0.2 0.008
N -1.817322 -0.153156 2.071801 0.6 0.2 -0.3 -0.075
N 6.496954 -2.351841 0.857343 0.0 0.1 -0.1 0.001
N 8.720822 -3.162198 -0.218963 0.0 0.0 -0.1 0.000
N -5.839544 2.840536 0.743643 0.1 0.1 -0.1 0.005
N -5.988410 1.489291 0.636407 0.0 0.0 0.1 -0.003
N 3.292009 0.918048 -0.755860 -0.1 0.0 0.1 0.004
N -3.649949 -1.486849 0.547638 0.3 0.2 -0.2 -0.003
N -3.706203 1.136980 1.508522 -0.1 -0.1 0.2 0.023
N -2.510168 0.219375 -2.686792 -0.3 0.0 0.1 0.000
N -4.812732 -0.811799 0.366517 0.1 0.1 0.0 0.001
C 1.672966 -3.299398 -2.003995 -0.1 0.0 0.0 -0.001
C 0.958675 0.612194 -0.453636 -0.1 0.2 -0.1 0.021
C 4.219539 2.407407 -2.581329 0.0 -0.1 0.1 0.000
C 2.762131 -4.128658 -1.771150 0.1 0.0 0.0 0.000
C -3.854384 -4.385235 -4.836263 0.0 0.0 0.0 0.000
C 6.842946 -3.706892 1.270612 -0.1 -0.1 0.1 0.000
C -0.837850 6.036155 -0.363158 0.0 0.0 0.0 -0.070
C 2.513864 -1.030923 0.456774 0.1 0.1 -0.1 0.002
C 2.713578 2.093157 3.134311 0.0 0.0 0.0 -0.061
C -2.319044 -2.616080 -4.307291 0.1 0.2 0.0 0.000
C -3.725850 -4.866600 -3.543930 0.0 0.0 -0.1 0.000
C -3.874881 1.539651 2.726691 0.1 -0.1 -0.2 0.003
C 2.790315 -2.225022 1.130988 0.0 0.1 0.0 0.001
C -2.589990 4.248765 0.824153 -0.1 0.0 0.0 0.111
C -2.609112 1.812714 3.378877 -0.1 -0.1 0.0 0.097
C -3.068085 5.203727 -0.050049 0.1 0.0 0.0 -0.073
C -7.210183 4.783476 1.344642 0.0 0.1 0.0 0.000
C 1.169046 -0.581435 0.244925 -0.1 -0.2 0.1 0.001
C -2.898076 -4.215771 -2.642261 0.0 -0.1 0.1 -0.001
C 3.202069 3.274314 3.677878 0.1 0.0 0.0 0.076
C 0.486019 -3.415963 -1.273307 0.1 0.0 -0.1 0.000
C -1.559301 1.973370 2.267191 0.1 0.2 0.1 0.078
C 5.174270 1.261618 -2.424339 0.0 0.1 0.0 0.000
C -4.109756 2.266779 -1.662735 0.0 0.2 -0.1 0.004
C -0.354507 5.091195 0.517935 0.0 0.1 0.0 0.134
C -3.424767 2.451551 -2.809225 -0.1 -0.1 0.2 -0.004
C 7.576903 -1.415165 1.085373 0.0 0.2 0.1 0.000
C -7.006123 3.322014 1.130572 -0.1 0.0 0.0 0.000
C 1.535734 -5.224537 -0.033500 0.0 -0.1 0.0 0.000
C 4.078905 -2.629606 1.283043 0.2 0.1 0.0 -0.001
C -2.701672 1.324712 -3.307849 0.2 -0.1 -0.2 -0.001
C -2.890751 -3.766952 1.048878 0.1 -0.1 0.0 0.000
C -5.830055 -1.687979 0.397317 -0.1 -0.1 0.0 0.001
C 0.620340 3.187525 2.580750 0.0 0.0 0.0 0.031
C -7.247263 1.138935 0.991734 -0.2 0.0 0.0 0.000
C -3.142267 -3.257639 -5.216664 0.0 0.0 -0.1 0.000
C -0.489307 0.996544 -0.584564 0.4 0.1 -0.3 -0.005
C -0.579989 0.303975 4.260682 0.0 0.0 0.1 0.004
C 3.568300 -0.266275 -0.063974 0.1 0.1 0.0 0.004
C 1.437951 2.052703 2.599726 0.0 0.0 0.0 0.052
C -0.719893 3.140258 2.002727 0.0 -0.1 0.0 0.190
C 2.020643 1.336174 -0.913309 0.0 -0.2 0.1 -0.005
C 4.375577 1.745930 -1.247518 0.0 0.0 -0.1 -0.001
C -7.938137 2.280857 1.306239 0.1 -0.1 0.0 0.000
C -5.329501 -2.945289 0.638365 0.1 0.1 0.0 0.000
C 2.402616 4.408963 3.677463 0.0 0.0 0.0 -0.040
C -2.196934 6.103293 -0.650089 0.0 0.0 0.0 0.146
C -3.945110 -2.763893 0.739069 0.0 -0.2 0.0 0.000
C 4.889341 -0.714057 0.094253 -0.2 0.0 -0.1 0.000
C 8.329117 -3.942226 1.001748 0.1 0.0 -0.1 0.000
C 8.669826 -1.670218 0.050596 0.1 -0.1 -0.1 0.000
C 2.698694 -5.094122 -0.778176 0.0 0.0 0.0 0.000
C -1.413518 0.754042 3.109209 -0.1 -0.2 0.1 0.015
C 0.449412 -4.399645 -0.285144 -0.1 0.0 0.1 0.000
C -2.141567 1.350441 -4.698670 -0.1 0.0 0.1 0.000
C -2.184013 -3.075506 -2.999911 -0.1 -0.1 0.0 -0.003
C -1.220860 4.171603 1.142157 0.0 0.0 0.0 0.054
C 5.171879 -1.898405 0.757396 -0.2 -0.2 0.1 0.001
C -2.291503 0.993557 1.311048 0.2 0.0 -0.4 0.072
C 1.129387 4.369320 3.135017 0.0 0.0 0.0 0.078
B -4.721034 0.724578 0.343890 -0.1 0.1 0.2 -0.008
H 1.983791 -2.837034 1.510191 0.0 0.0 0.0 0.000
H -2.620583 -4.342614 0.162979 0.0 0.0 0.1 0.000
H -0.386317 1.124704 4.950070 0.0 0.0 0.0 0.000
H 4.884782 2.292552 -0.462312 0.0 0.0 0.0 0.000
H 1.466598 -5.985146 0.733137 0.0 0.0 0.0 0.000
H 4.876783 0.319929 -2.862349 0.0 -0.1 0.0 0.000
H 7.970707 -1.519821 2.102783 0.0 0.0 0.0 0.000
H -3.249083 -4.468474 1.801131 0.0 0.0 0.0 0.000
H -4.128817 5.239341 -0.256019 -0.1 0.0 0.0 0.003
H -2.550786 2.382823 4.293256 0.0 0.0 0.0 -0.006
H -7.583847 0.119410 1.014403 0.0 0.1 0.0 0.000
H -6.845739 -1.381296 0.230899 0.1 0.0 0.0 0.000
H -5.880407 -3.860778 0.731343 -0.1 -0.1 0.0 0.000
H 3.650184 -4.032183 -2.385276 0.0 0.0 0.0 0.000
H -0.151541 6.724105 -0.836959 0.0 0.0 0.0 -0.001
H -1.985192 -3.292140 1.436983 -0.1 0.0 0.0 0.000
H 9.652723 -3.434030 -0.537274 -0.1 0.0 0.0 0.000
H -1.540706 0.469560 -4.900481 0.0 0.0 0.0 0.000
H -6.810262 5.363601 0.514030 0.0 0.0 0.0 0.000
H 6.658134 -3.906813 2.330670 0.0 0.0 0.0 0.000
H 1.065146 1.128458 2.181898 0.0 0.0 0.0 0.017
H 4.610973 3.407449 -2.682572 0.0 0.0 0.0 0.000
H -1.528545 2.243452 -4.816641 0.0 0.0 0.0 0.000
H 0.508798 5.254896 3.150990 0.0 0.0 0.0 -0.001
H 5.684104 -0.142622 -0.357287 0.0 0.0 0.0 0.000
H -3.310054 3.575123 1.265252 0.0 0.0 0.0 0.009
H -2.811064 -4.631168 -1.647036 0.0 0.0 0.0 0.000
H 0.708281 5.044722 0.709649 0.0 0.0 0.0 0.005
H -6.717816 5.122401 2.256551 0.0 0.0 0.0 0.000
H -2.570898 6.851538 -1.334671 0.0 0.0 0.0 0.006
H 3.532791 -5.761005 -0.601020 0.0 0.0 0.0 0.000
H -3.226867 -2.879427 -6.226221 0.0 0.0 0.0 0.000
H -4.803923 2.984363 -1.246702 0.0 0.0 0.0 0.001
H 9.658288 -1.367299 0.391374 0.0 0.0 0.0 0.000
H -0.442345 -4.542490 0.312462 0.0 0.0 0.0 0.000
H -4.496159 -4.889474 -5.544496 0.0 0.0 0.0 0.000
H -2.955845 1.409305 -5.420544 0.0 0.0 0.0 0.000
H -1.765396 -1.742000 -4.623969 0.0 0.0 0.0 0.000
H -1.112255 -0.483503 4.796221 0.0 0.0 0.0 0.000
H -8.962956 2.356534 1.616171 -0.1 0.0 0.0 0.000
H 1.736810 -2.561694 -2.795959 0.0 0.0 0.0 0.000
H -4.863095 1.662479 3.148047 -0.1 0.0 0.0 -0.002
H 8.977660 -3.586979 1.800891 -0.1 -0.1 0.0 0.000
H -8.270654 5.008394 1.434285 0.0 0.0 0.0 0.000
H -0.119043 -1.207248 -2.642720 0.0 -0.1 -0.1 0.001
H 0.376785 -0.093808 3.923088 0.0 0.0 0.0 -0.002
H 8.070053 -3.383241 -0.976419 0.0 0.0 0.1 0.000
H 4.190964 3.307282 4.115603 0.0 0.0 0.0 0.005
H 3.318766 2.209650 -3.142289 0.0 0.0 0.0 0.000
H 1.875724 2.278308 -1.422908 0.0 0.0 0.0 0.003
H 3.321209 1.195302 3.138985 0.0 0.0 0.0 0.002
H -4.267309 -5.750829 -3.237925 0.0 0.0 0.0 0.000
H 8.541313 -4.994253 0.820587 0.0 0.0 0.0 0.000
H -3.515046 3.352235 -3.389443 0.0 0.1 0.0 0.003
H 8.453423 -1.196375 -0.905986 0.0 0.0 0.1 0.000
H 6.235115 1.467779 -2.431568 0.0 0.0 0.0 0.000
H 2.765803 5.329509 4.112616 0.0 0.0 0.0 0.000
H 6.253014 -4.416807 0.690063 0.0 0.0 0.1 0.000
H 7.237460 -0.386345 0.997393 0.0 -0.1 0.0 0.000
```
Forces are in eV/Å.

CH7N3 | ωB97M-V/def2-TZVPD

Calculated values
lowest unoccupied orbital energy = 0.97 eV
HOMO-LUMO gap = 10.377 eV
E_tot = -5620.3159 eV
spin multiplicity = 1

Structure (XYZ):
```
11
Properties=species:S:1:pos:R:3:forces:R:3:nbo_charge:R:1
N 0.148990 1.521623 2.111930 0.4 -0.4 0.0 -1.081
N 0.512668 -1.720466 -0.794927 -0.7 -0.7 0.0 -0.841
N -0.978217 0.031595 -1.075434 0.8 0.5 0.4 -0.727
C -0.088874 -0.730669 -1.562919 0.7 0.1 0.8 0.300
H 0.077911 -1.824829 0.111444 0.1 0.2 0.1 0.381
H 0.138510 1.110206 1.185154 -0.2 0.3 -0.1 0.367
H -0.507728 2.286449 2.159450 -0.2 -0.1 -0.1 0.359
H -0.975048 0.921712 -1.568622 -1.0 -0.4 -0.7 0.353
H 1.515079 -1.657508 -0.714917 0.0 -0.1 -0.4 0.388
H 0.317255 -0.714480 -2.575952 0.2 0.5 0.0 0.148
H -0.160545 0.776368 2.724792 -0.1 0.2 0.1 0.353
```
Forces are in eV/Å.

C3H11N2O2 | ωB97M-V/def2-TZVPD

Calculated values
lowest unoccupied orbital energy = -2.96 eV
HOMO-LUMO gap = 11.645 eV
net charge = +1
E_tot = -10358.7360 eV
spin multiplicity = 1

Structure (XYZ):
```
18
Properties=species:S:1:pos:R:3:forces:R:3:nbo_charge:R:1
O -1.094163 -0.221717 1.802579 0.0 0.3 0.0 -0.604
O 0.720725 0.393136 -3.214424 -0.2 0.3 0.7 -0.986
N 0.951201 0.373449 2.612558 0.5 0.2 -0.1 -0.784
N -0.572981 0.188350 -0.693094 1.1 0.3 -0.5 -0.495
C 0.586705 0.355766 0.224684 -0.3 0.8 0.3 -0.324
C -0.863345 -1.228647 -1.085707 -1.0 0.2 1.1 -0.423
C 0.055153 0.142263 1.649554 0.0 -0.5 0.0 0.650
H 1.345510 -0.332344 -0.050360 0.7 -0.7 -0.2 0.247
H 1.287670 0.894786 -3.808992 -0.1 -0.2 -0.2 0.506
H -0.523370 0.796389 -1.516245 0.8 -0.4 -0.2 0.467
H -1.318836 0.570409 -0.173055 -1.7 0.1 1.1 0.446
H 1.887242 0.663163 2.381072 0.0 0.0 0.0 0.405
H -1.188731 -1.202283 -2.111761 0.5 -0.5 -0.4 0.231
H 1.019124 1.357882 0.176353 -0.3 0.0 -0.4 0.249
H -0.064681 -1.876418 -0.743106 0.4 0.1 -0.8 0.238
H 0.397482 -0.383870 -3.670871 0.2 -0.1 -0.5 0.489
H 0.735822 0.323431 3.592168 -0.4 -0.2 0.1 0.433
H -1.704215 -1.579738 -0.489104 -0.2 0.3 0.0 0.256
```
Forces are in eV/Å.

C3H11O | ωB97M-V/def2-TZVPD

Calculated values
lowest unoccupied orbital energy = -4.71 eV
HOMO-LUMO gap = 11.221 eV
net charge = +1
E_tot = -5328.2711 eV
spin multiplicity = 1

Structure (XYZ):
```
15
Properties=species:S:1:pos:R:3:forces:R:3:nbo_charge:R:1
O -1.717292 -0.117899 -1.564014 -0.1 0.2 -0.5 -0.776
C 0.177719 -0.267768 0.832447 -1.3 -0.2 0.3 -0.343
C 0.255622 1.243678 0.639133 0.9 -0.5 -0.2 -0.625
C 1.270870 -1.095155 0.196407 0.0 0.3 -0.2 -0.622
H -2.423487 0.557361 -1.555262 -0.1 -0.1 0.1 0.570
H -0.269526 1.782957 1.407685 -0.5 0.3 0.0 0.243
H 1.360895 -0.909685 -0.875615 -0.1 0.0 -0.1 0.193
H 1.298025 1.571281 0.679247 0.0 -0.1 0.2 0.245
H -0.849039 -0.669358 0.549761 0.2 0.1 -0.2 0.097
H -0.041461 1.527253 -0.367385 -0.3 0.3 -0.1 0.166
H 2.232549 -0.786181 0.607910 0.0 -0.3 0.2 0.244
H -0.984272 0.200258 -2.135109 -0.1 -0.2 0.2 0.570
H -1.392953 -0.360071 -0.627706 0.4 0.2 0.0 0.550
H -0.005583 -0.521933 1.877453 0.8 0.1 0.3 0.251
H 1.087940 -2.154736 0.335055 0.2 -0.1 0.1 0.237
```
Forces are in eV/Å.